{
  "formula": "C7H8IN",
  "method": "ωB97M-V/def2-TZVPD",
  "homo_ev": -8.61,
  "relative_energy_kj_mol": 127.0,
  "e_lumo_ev": 0.50,
  "symbols": ["C", "C", "C", "C", "C", "C", "C", "N", "I", "H", "H", "H", "H", "H", "H", "H", "H"],
  "xyz": [[1.127334, -0.194566, -0.099691], [0.380057, -1.291040, 0.038585], [-0.591347, 1.577439, -0.108663], [-1.588331, -0.088346, 0.057642], [-1.187397, 2.626843, 0.325113], [0.813449, 1.159897, -0.410321], [0.872474, -2.744128, 0.265419], [-0.993743, -1.172685, 0.172496], [-3.669235, 0.017561, 0.120917], [2.171604, -0.174700, -0.289457], [-0.725356, 3.641741, 0.299609], [-2.206892, 2.712343, 0.470547], [1.707351, 1.829503, -0.062163], [0.806916, 1.148864, -1.500535], [0.166050, -3.425018, -0.180350], [1.194384, -2.961891, 1.299753], [1.722681, -2.661821, -0.398900]],
  "atomic_forces_ev_per_a": [[1.25, -2.20, -0.19], [0.56, -0.37, 1.71], [-0.71, -5.03, 1.12], [2.02, 3.06, -0.43], [1.04, 3.11, -0.65], [-0.94, 3.10, -0.37], [0.77, 2.40, -0.90], [-1.76, 0.22, -0.26], [-0.05, 0.17, 0.05], [1.15, -1.58, 0.34], [0.16, -0.93, 0.23], [-2.06, -0.38, 0.51], [-2.05, -0.67, -0.51], [0.52, 0.41, -0.49], [-0.25, -0.31, 0.30], [-0.45, 0.05, -0.58], [0.79, -1.05, 0.12]]
}

---

{
  "formula": "C7H8IN4PtSbSe4",
  "method": "ωB97M-V/def2-TZVPD",
  "homo_ev": -0.92,
  "total_charge": -2,
  "relative_energy_kj_mol": 37.4,
  "e_lumo_ev": 3.59,
  "symbols": ["Pt", "N", "C", "C", "N", "C", "C", "N", "C", "C", "N", "H", "H", "H", "H", "H", "H", "Se", "Sb", "Se", "Se", "Se", "I", "C", "H", "H"],
  "xyz": [[-1.613912, 0.350071, -0.623835], [3.125702, -0.408381, 0.219454], [3.727724, -0.768824, -0.964237], [2.741980, -1.326473, -1.720089], [1.541895, -1.285632, -1.058961], [1.793618, -0.708073, 0.082554], [0.853153, -0.385263, 1.142657], [-0.436466, -0.160272, 1.053207], [-0.897656, 0.067234, 2.329159], [0.140845, 0.004946, 3.200680], [1.249483, -0.299239, 2.441968], [3.469614, 0.318796, 0.823679], [4.774244, -0.600296, -1.147522], [2.819118, -1.751884, -2.706831], [-1.943190, 0.262720, 2.498963], [0.188794, 0.117202, 4.268616], [2.190284, -0.399304, 2.773116], [-3.527929, -0.943359, 0.411089], [-4.810881, -0.625717, -1.750722], [-2.893922, 0.819673, -2.608143], [-4.993816, -2.678113, -3.036220], [-6.887853, 0.598882, -1.454068], [1.513304, 2.661404, -0.316950], [-0.601365, 2.018431, -1.094396], [-0.409872, 2.264227, -2.138885], [-1.112898, 2.857233, -0.624295]],
  "atomic_forces_ev_per_a": [[0.02, -0.15, 0.80], [0.00, -0.05, 0.00], [0.01, -0.05, 0.03], [0.02, 0.02, -0.03], [-0.05, -0.13, 0.14], [0.14, 0.13, -0.19], [0.00, -0.13, 0.15], [-0.12, 0.27, -0.02], [0.06, 0.06, 0.00], [0.02, -0.10, 0.03], [-0.11, 0.05, -0.06], [-0.04, 0.07, -0.05], [0.00, 0.02, -0.01], [0.00, -0.01, 0.01], [0.01, 0.01, -0.02], [0.01, 0.03, -0.01], [-0.01, -0.12, 0.00], [0.13, -0.18, -0.40], [-0.04, -0.05, -0.03], [-0.17, 0.03, 0.00], [-0.02, 0.02, 0.01], [0.04, 0.01, 0.02], [-0.02, -0.01, 0.06], [0.04, 0.22, -0.41], [0.03, -0.01, 0.01], [0.07, 0.07, -0.04]]
}

---

{
  "formula": "C7H8IPS",
  "method": "ωB97M-V/def2-TZVPD",
  "homo_ev": -8.29,
  "relative_energy_kj_mol": 87.3,
  "smiles": "CP(I)C1=C[C@@H]2S[C@@H]2C=C1",
  "e_lumo_ev": -0.01,
  "symbols": ["C", "P", "I", "C", "C", "C", "S", "C", "C", "C", "H", "H", "H", "H", "H", "H", "H", "H"],
  "xyz": [[1.385449, 0.476966, 2.755327], [1.233351, -0.981492, 1.650955], [-0.105651, -2.434324, 3.121917], [0.091091, -0.399188, 0.270839], [0.466757, 0.545746, -0.606471], [-0.183923, 0.704921, -1.942742], [-1.784105, 1.479042, -2.050184], [-1.221794, -0.232700, -2.341820], [-1.676019, -1.139664, -1.350568], [-1.040179, -1.227082, -0.157363], [2.069220, 0.384951, 3.622599], [1.694129, 1.465623, 2.318218], [0.509836, 0.929831, 3.311443], [1.270792, 1.218446, -0.282470], [0.549479, 1.258321, -2.761295], [-1.272941, -0.482824, -3.402029], [-2.597365, -1.729584, -1.504700], [-1.379276, -2.022913, 0.531176]],
  "atomic_forces_ev_per_a": [[-0.59, 2.91, 1.71], [-0.13, 0.64, -0.24], [-0.06, 0.20, -0.15], [-0.33, -0.82, -0.47], [0.45, 0.40, 0.64], [3.78, 2.43, -0.93], [-1.21, 0.94, 0.02], [-0.12, 0.74, -1.95], [-0.24, -1.49, 2.04], [-0.70, -1.32, 0.30], [0.10, -0.73, -0.77], [0.27, -1.22, -0.60], [-0.01, -1.30, -0.83], [-0.13, -0.12, -0.70], [-1.84, -2.02, 2.05], [-0.09, -0.18, 0.33], [0.81, 0.20, -0.13], [0.04, 0.73, -0.32]]
}

---

{
  "formula": "C7H8N2",
  "method": "ωB97M-V/def2-TZVPD",
  "homo_ev": -9.35,
  "relative_energy_kj_mol": 347.7,
  "smiles": "C/N=C1\\C[C@@]12C[C@H]2C#N",
  "e_lumo_ev": 0.59,
  "symbols": ["C", "N", "C", "C", "C", "C", "C", "C", "N", "H", "H", "H", "H", "H", "H", "H", "H"],
  "xyz": [[2.831986, -1.361354, -0.090812], [1.429196, -1.401368, -0.435969], [0.703085, -0.511491, 0.019743], [0.559405, 0.749021, 0.808511], [-0.627246, 0.276012, 0.013552], [-1.422687, 1.010829, -1.002419], [-2.305983, 0.732116, 0.197639], [-3.173449, -0.372641, 0.159489], [-3.856125, -1.293030, 0.116114], [3.401576, -1.241408, -1.012397], [3.101948, -2.319055, 0.354230], [3.086259, -0.550164, 0.601856], [0.503892, 0.629064, 1.886574], [1.082779, 1.657074, 0.519405], [-1.190260, 2.054963, -1.193208], [-1.677070, 0.468750, -1.906930], [-2.447299, 1.472677, 0.964615]],
  "atomic_forces_ev_per_a": [[0.22, 0.03, 0.10], [-0.47, -0.24, -0.28], [-2.32, 1.36, 0.60], [0.30, 0.20, -0.02], [-0.73, 0.42, -0.15], [0.22, 0.18, 0.02], [3.40, -1.15, -0.27], [-0.50, -0.37, -0.02], [-0.32, -0.30, -0.01], [0.08, -0.05, 0.04], [0.07, 0.03, -0.03], [0.00, -0.06, -0.04], [-0.04, -0.12, 0.01], [0.05, 0.01, -0.11], [0.03, -0.02, 0.06], [-0.03, -0.04, 0.07], [0.03, 0.12, 0.03]]
}

---

{
  "formula": "C7H8N2",
  "method": "ωB97M-V/def2-TZVPD",
  "homo_ev": -8.45,
  "relative_energy_kj_mol": 348.6,
  "smiles": "C#CCNn1cccc1",
  "e_lumo_ev": 0.99,
  "symbols": ["C", "C", "C", "N", "N", "C", "C", "C", "C", "H", "H", "H", "H", "H", "H", "H", "H"],
  "xyz": [[0.605344, 0.969886, 2.344852], [-0.429981, 0.470339, 1.985204], [-1.607370, -0.175974, 1.417077], [-1.096140, -1.238656, 0.333452], [-0.178280, -0.577132, -0.539527], [-0.548617, 0.263099, -1.524944], [0.624324, 0.591620, -2.172538], [1.694687, -0.033062, -1.421014], [1.141853, -0.765048, -0.428736], [1.457476, 1.608859, 2.316517], [-2.237838, 0.424200, 0.658632], [-2.335398, -0.703020, 2.078432], [-0.579130, -1.993010, 0.757902], [-1.588753, 0.315347, -1.795837], [0.664557, 1.285496, -2.967015], [2.710368, -0.032038, -1.730184], [1.723692, -1.092824, 0.372955]],
  "atomic_forces_ev_per_a": [[-0.59, 0.19, -0.82], [-0.44, 0.32, 0.46], [-0.43, -1.57, -3.01], [-0.84, 1.73, 0.56], [-1.93, -1.79, 2.73], [0.64, -0.72, -0.75], [0.25, -0.27, 1.44], [-0.66, 1.00, -2.39], [0.66, 1.28, -1.26], [0.17, -0.21, 0.50], [1.10, -0.11, 1.84], [0.93, 0.46, -0.24], [0.16, -0.01, 0.27], [-0.01, 0.31, 0.00], [0.33, 0.34, -0.80], [0.70, 0.22, 0.15], [-0.06, -1.17, 1.32]]
}

---

{
  "formula": "C7H8N2O",
  "method": "ωB97M-V/def2-TZVPD",
  "homo_ev": -9.34,
  "relative_energy_kj_mol": 191.0,
  "smiles": "CC(=O)Nc1ccccn1",
  "e_lumo_ev": 0.65,
  "symbols": ["C", "C", "O", "N", "C", "C", "C", "C", "C", "N", "H", "H", "H", "H", "H", "H", "H", "H"],
  "xyz": [[-3.404368, 0.023097, -0.238216], [-2.017210, -0.257015, 0.274277], [-1.783956, -1.175128, 1.152820], [-0.987062, 0.469809, -0.272759], [0.400899, 0.179900, -0.070721], [1.244300, 1.139296, 0.348026], [2.566241, 0.831235, 0.413124], [2.942037, -0.502724, 0.127094], [2.040221, -1.491476, -0.223988], [0.746886, -1.135517, -0.410591], [-3.953129, -0.178875, 0.581109], [-3.512716, -0.405531, -1.174808], [-3.511250, 1.304382, -0.310596], [-1.140801, 1.035121, -1.162778], [0.922120, 2.014214, 0.366825], [3.259113, 1.588033, 0.767134], [4.035516, -0.900825, 0.338643], [2.153165, -2.537994, -0.504588]],
  "atomic_forces_ev_per_a": [[3.00, 5.97, 0.12], [1.93, -3.44, 2.45], [-1.11, 3.76, -3.13], [0.04, 1.25, -1.74], [-1.28, -4.71, -1.30], [2.46, -6.05, -1.05], [1.39, -1.82, 0.19], [3.54, -0.72, 1.56], [-2.74, 1.46, -0.87], [0.06, 2.34, 1.15], [-2.75, -1.41, 1.96], [-0.91, -0.97, -1.53], [0.32, -3.63, -0.20], [-0.20, -1.08, 1.94], [-2.76, 7.76, 0.96], [0.23, -0.31, -0.27], [-2.18, 1.30, -0.62], [0.97, 0.30, 0.36]]
}